{"formula": "C6H9O", "method": "wB97M-V/def2-TZVPD", "symbols": ["O", "C", "C", "C", "C", "C", "C", "H", "H", "H", "H", "H", "H", "H", "H", "H"], "positions_angstrom": [[1.286, -0.448, 0.376], [0.134, -0.723, 1.194], [0.961, -0.404, -1.073], [-0.963, -0.043, 0.363], [-0.988, -0.644, -0.955], [-0.261, 1.318, 0.260], [1.040, 0.810, -0.279], [-0.654, 2.084, -0.491], [1.976, 1.343, -0.283], [-0.077, -1.859, 1.378], [1.650, -0.975, -1.644], [-1.242, -1.683, -1.195], [0.252, -0.199, 2.105], [-1.884, -0.174, 0.957], [-1.248, -0.092, -1.876], [0.019, 1.690, 1.163]], "forces_ev_per_angstrom": [[0.9, -2.6, 0.9], [-2.3, -3.0, 0.1], [6.0, 1.7, 0.1], [0.3, 0.1, 1.5], [-7.7, -1.7, -1.7], [-0.8, 0.1, -4.0], [0.4, 0.9, -1.6], [0.2, -1.0, 1.3], [0.0, 0.7, -0.2], [1.0, 2.1, -0.6], [0.6, -0.3, -0.6], [0.4, 0.1, 0.9], [0.5, 0.2, 1.0], [-0.1, 0.6, -0.3], [0.8, 0.4, 0.6], [-0.1, 1.8, 2.7]], "charge": 1, "homo_lumo_gap_ha": [0.264, 0.322], "e_homo_ev": [-9.98, -16.70], "e_lumo_ev": [-2.788, -7.944], "spin_multiplicity": 3}

{"formula": "C4H8NO", "method": "wB97M-V/def2-TZVPD", "symbols": ["O", "N", "C", "C", "C", "C", "H", "H", "H", "H", "H", "H", "H", "H"], "positions_angstrom": [[-2.845, 0.390, 0.176], [1.565, 1.127, 0.250], [0.225, -1.525, 0.056], [-1.630, 0.108, 0.193], [-0.451, -0.257, -0.096], [0.597, 0.840, -0.639], [-0.403, -2.488, -0.153], [0.023, 1.666, -0.874], [-3.320, 0.635, 0.980], [1.403, 1.738, 0.922], [2.262, 0.515, 0.288], [0.578, -1.669, 1.139], [1.101, -1.480, -0.678], [0.894, 0.399, -1.564]], "forces_ev_per_angstrom": [[0.3, -0.3, -1.0], [-0.9, -0.6, -3.2], [1.0, -3.7, 0.5], [-0.3, -0.4, 0.1], [-1.0, 1.1, 0.0], [-1.7, -0.2, -0.1], [1.0, 2.0, 0.2], [-1.0, 1.9, -0.6], [0.2, 0.3, 0.7], [-0.5, 3.2, 3.6], [3.6, -2.6, 0.8], [-0.2, 0.4, -1.6], [-1.0, -0.6, 1.3], [0.5, -0.4, -0.6]], "charge": 1, "homo_lumo_gap_ha": 0.327, "e_homo_ev": -13.97, "e_lumo_ev": -5.067}

{"formula": "C2H7NO2Si", "method": "wB97M-V/def2-TZVPD", "symbols": ["Si", "O", "O", "N", "C", "C", "H", "H", "H", "H", "H", "H", "H"], "positions_angstrom": [[0.579, 0.271, -0.429], [-0.134, 1.403, -2.649], [1.276, 2.667, -1.547], [0.668, 1.645, -1.688], [-0.504, -1.204, -0.995], [0.181, 1.287, 1.058], [-0.715, -1.203, -2.056], [-1.540, -1.123, -0.649], [-0.829, 1.900, 1.057], [-0.011, -2.125, -0.497], [1.124, 1.984, 1.250], [0.133, 0.788, 2.035], [1.979, -0.321, -0.150]], "forces_ev_per_angstrom": [[0.6, -1.5, 0.6], [1.6, 0.7, 1.6], [0.4, 0.4, 0.0], [-2.0, -1.3, -2.0], [0.3, 0.2, 1.5], [-0.3, 2.4, 1.6], [0.9, -0.5, -0.4], [0.2, 0.1, 0.6], [2.2, -0.9, -0.4], [-0.9, 1.3, -1.3], [-2.1, -1.0, -0.8], [0.0, -0.5, -0.4], [-0.8, 0.6, -0.5]], "smiles": "C[SiH](C)[N+](=O)[O-]", "charge": 0, "homo_lumo_gap_ha": 0.393, "e_homo_ev": -10.60, "e_lumo_ev": 0.093}

{"formula": "C5H10N", "method": "wB97M-V/def2-TZVPD", "symbols": ["N", "C", "C", "C", "C", "C", "H", "H", "H", "H", "H", "H", "H", "H", "H", "H"], "positions_angstrom": [[-0.197, 1.484, -0.176], [0.584, 1.153, 0.782], [1.246, -0.148, 0.469], [-0.181, 0.460, -1.249], [0.119, -0.779, -0.412], [-1.067, -1.186, 0.502], [0.684, 0.671, -1.883], [-0.791, 2.301, -0.216], [0.434, -1.671, -0.939], [-1.071, 0.466, -1.866], [2.073, 0.160, -0.184], [-1.432, -2.165, 0.204], [-1.921, -0.516, 0.416], [0.711, 1.748, 1.676], [-0.768, -1.272, 1.542], [1.576, -0.708, 1.333]], "forces_ev_per_angstrom": [[-0.1, -0.1, -0.1], [0.0, -0.1, 0.1], [-0.7, 0.3, -0.4], [0.2, -0.4, -0.3], [0.0, 0.0, 1.1], [-0.1, -0.3, -0.5], [-0.1, 0.1, -0.2], [0.2, 0.2, 0.1], [0.4, 0.3, -0.5], [-0.3, 0.0, 0.2], [0.4, -0.3, 0.2], [0.0, 0.0, 0.0], [0.0, 0.1, 0.1], [0.0, 0.2, -0.1], [0.0, 0.1, 0.1], [0.1, 0.0, 0.0]], "smiles": "C[C@@H]1CC=[NH+]C1", "charge": 1, "homo_lumo_gap_ha": 0.426, "e_homo_ev": -16.31, "e_lumo_ev": -4.725}

{"formula": "C28H43BrN2P2Pd", "method": "wB97M-V/def2-TZVPD", "symbols": ["Pd", "Br", "P", "P", "N", "N", "C", "C", "C", "C", "C", "C", "C", "C", "C", "C", "C", "C", "C", "C", "C", "C", "C", "C", "C", "C", "C", "C", "C", "C", "C", "C", "C", "C", "H", "H", "H", "H", "H", "H", "H", "H", "H", "H", "H", "H", "H", "H", "H", "H", "H", "H", "H", "H", "H", "H", "H", "H", "H", "H", "H", "H", "H", "H", "H", "H", "H", "H", "H", "H", "H", "H", "H", "H", "H", "H", "H"], "positions_angstrom": [[0.086, -0.485, -1.029], [-2.242, -0.430, 0.087], [2.188, -1.097, -1.273], [-2.421, -3.162, -3.890], [0.924, 0.294, 1.072], [-1.043, 7.810, -8.517], [-1.830, 1.403, -2.329], [3.068, -0.470, -3.938], [0.339, 2.307, -1.499], [2.030, 1.885, 2.840], [-2.629, -1.482, -4.622], [3.606, -0.018, -0.898], [-0.672, 1.363, -1.560], [-1.850, 2.367, -3.339], [-0.599, -3.361, -3.811], [-1.075, 5.497, -7.905], [0.267, 3.303, -2.492], [-0.749, 3.243, -3.461], [2.432, -2.654, -0.351], [4.984, -0.678, -0.871], [1.606, 1.502, 4.270], [-2.926, -1.524, -6.125], [-1.209, 6.532, -8.848], [-0.739, 8.165, -7.269], [-2.903, -2.991, -2.137], [2.181, -1.379, -3.089], [3.298, -3.744, -0.983], [1.425, 1.028, 1.815], [-0.583, 7.211, -6.251], [-0.678, 4.846, -5.543], [-4.340, -3.466, -1.910], [-0.660, 4.077, -4.595], [-0.152, -4.778, -4.170], [-0.764, 5.848, -6.574], [3.394, 0.448, 0.072], [-2.650, 0.704, -2.165], [-0.352, 7.538, -5.233], [-3.675, -2.285, -6.361], [2.866, -2.349, 0.616], [-0.300, -5.468, -3.333], [5.091, -1.400, -0.055], [-0.269, -3.085, -2.799], [-4.496, -4.450, -2.360], [-4.540, -3.547, -0.840], [1.412, -3.019, -0.142], [0.912, -4.786, -4.427], [1.654, 0.418, 4.431], [2.889, -4.124, -1.923], [-2.199, -3.587, -1.535], [-1.236, 4.462, -8.212], [-1.462, 6.299, -9.886], [4.323, -3.405, -1.164], [-3.314, -0.557, -6.456], [-3.455, -0.998, -4.083], [-5.068, -2.771, -2.333], [2.911, 0.592, -3.714], [5.241, -1.185, -1.807], [5.739, 0.099, -0.713], [1.140, 2.236, -0.759], [2.411, -2.436, -3.265], [1.125, -1.233, -3.381], [-0.158, -2.635, -4.505], [3.361, -4.593, -0.291], [-2.693, 2.450, -4.023], [3.126, 1.808, 2.742], [2.815, -0.626, -4.995], [1.007, 4.101, -2.547], [-1.723, -0.894, -4.416], [0.584, 1.829, 4.480], [3.592, 0.787, -1.644], [-0.616, 9.228, -7.046], [-0.713, -5.161, -5.031], [2.280, 1.979, 4.986], [4.130, -0.708, -3.796], [-2.028, -1.735, -6.708], [1.745, 2.928, 2.623], [-2.767, -1.946, -1.800]], "forces_ev_per_angstrom": [[-3.0, 0.7, 2.6], [1.2, 0.3, -0.3], [3.0, -0.1, -1.4], [1.5, 2.3, 1.6], [0.5, 0.7, 0.2], [0.5, -2.9, 2.9], [-0.7, 1.4, -1.8], [0.1, 0.0, -0.2], [0.1, 1.9, -1.1], [0.2, 0.3, 0.0], [-0.9, -0.2, -0.5], [-0.3, 0.6, 0.2], [0.6, -2.3, 0.6], [-0.7, -1.3, 0.9], [0.1, -0.5, -0.7], [0.0, 0.8, 0.4], [1.2, -0.8, 1.9], [-0.2, 0.8, -1.3], [-0.6, 0.0, 0.5], [0.3, -0.3, 0.0], [-0.2, -0.3, 0.2], [0.0, 0.1, -0.2], [-0.3, 0.1, -1.6], [0.0, 1.5, -0.2], [-0.5, -0.9, 0.1], [-0.2, -0.2, -0.1], [0.2, -0.2, -0.3], [-0.5, -0.7, -0.1], [-0.2, -0.5, -0.6], [0.0, 0.1, 0.2], [-0.2, 0.0, 0.3], [-0.3, 0.3, 0.1], [0.3, -0.4, 0.0], [-0.1, 0.3, -0.5], [0.1, -0.1, -0.2], [0.3, 0.3, -0.2], [-0.1, 0.0, -0.5], [0.1, 0.2, 0.0], [-0.3, 0.0, -0.2], [0.0, 0.1, -0.2], [-0.1, 0.1, -0.1], [-0.3, 0.0, 0.0], [-0.1, 0.1, 0.2], [0.0, 0.0, -0.1], [0.3, -0.2, 0.2], [-0.2, -0.1, 0.0], [0.1, 0.3, -0.1], [0.0, 0.1, 0.1], [-0.2, -0.1, -0.3], [0.1, 0.5, -0.1], [0.0, 0.1, 0.2], [-0.2, 0.0, 0.0], [0.0, -0.1, 0.0], [0.0, -0.3, -0.1], [0.0, -0.1, 0.0], [0.0, -0.2, -0.1], [-0.1, 0.1, 0.1], [-0.2, -0.1, 0.0], [-0.3, 0.2, -0.4], [0.0, 0.1, -0.1], [0.3, -0.1, -0.1], [-0.2, -0.2, 0.0], [-0.1, 0.2, -0.1], [0.2, -0.1, 0.1], [-0.3, 0.0, -0.1], [0.2, 0.0, 0.3], [0.0, -0.3, 0.0], [0.0, -0.4, 0.1], [0.2, 0.0, -0.1], [0.0, -0.1, 0.2], [0.0, -0.2, -0.1], [0.2, 0.0, 0.1], [-0.1, 0.0, -0.2], [-0.3, 0.1, -0.1], [-0.1, -0.1, 0.0], [0.1, -0.3, 0.0], [0.0, -0.3, -0.7]], "charge": 4, "homo_lumo_gap_ha": [0.230, 0.176], "e_homo_ev": [-18.90, -19.61], "e_lumo_ev": [-12.645, -14.829], "spin_multiplicity": 5}